1.
A cluster of 2 separate species, C3H6N2S in total in a non-equilibrium geometry, computed with ωB97M-V with the def2-TZVPD basis set.

Element x y z (Å)
C -0.55 1.19 -0.39
C -0.03 -1.38 -0.49
C 0.65 -2.33 -1.24
H -0.07 2.82 1.67
H 0.06 1.28 2.77
H -0.09 2.48 -0.90
H -0.02 -1.10 0.55
H 0.60 -2.09 -2.40
H 1.43 -3.15 -0.86
N -0.50 1.77 1.84
N -0.65 0.64 0.97
S -0.84 -0.12 -1.53

largest force on an atom = 10.2 eV Å⁻¹
energy = -17016.9298 eV
ΔE to the lowest compared entry with this formula, charge and spin = 7.111 eV
Kohn-Sham gap = 7.994 eV
molar mass = 102.162 g mol⁻¹

=====

2.
The molecule C3H6N2S2 in a non-equilibrium geometry, computed with ωB97M-V with the def2-TZVPD basis set.

Element x y z (Å)
C -1.86 1.28 1.41
C 0.32 0.22 -0.01
C 2.20 -1.28 -1.29
N -2.56 1.95 2.21
N -0.62 -0.35 -0.60
S -0.14 1.52 1.37
S 2.05 0.09 -0.11
H -2.18 0.51 0.70
H 3.25 -1.58 -1.28
H 1.93 -0.95 -2.29
H 1.58 -2.11 -0.97
H -3.56 1.75 2.18
H -0.42 -1.03 -1.31

largest force on an atom = 2.3 eV Å⁻¹
energy = -27857.9047 eV
SMILES = [H]/N=C/S/C(=N/[H])SC
ΔE to the lowest compared entry with this formula, charge and spin = 1.192 eV
Kohn-Sham gap = 9.638 eV
molar mass = 134.229 g mol⁻¹